# C31H23ClLaN2O3PS2

A molecular structure, C31H23ClLaN2O3PS2 (the ωB97M-V functional and the def2-TZVPD basis, OMol25).

Output
HOMO level	-0.059	hartree
DFT total energy	-85989.4514	eV
ΔE to the lowest compared entry with this formula, charge and spin	0.0	kcal per mole
net charge	-2

Last column: Löwdin charge in e.
CARTESIAN COORDINATES (ANGSTROEM)
La (1.4337, -1.3649, 0.6629)  1.68
S (3.1138, -1.2150, 3.1036)  0.42
C (2.4605, 0.2772, 3.7147)  -0.81
C (3.3833, 1.0587, 4.4980)  -0.32
N (4.1414, 1.6530, 5.1318)  0.12
C (1.1852, 0.7533, 3.5631)  -0.81
S (-0.1329, -0.0239, 2.7209)  0.43
C (0.8517, 2.0031, 4.1915)  -0.33
N (0.5482, 3.0053, 4.6755)  0.13
O (3.2672, -1.2371, -1.5271)  -0.04
C (2.8653, -0.0725, -1.3670)  -0.74
O (2.7867, 0.4842, -0.2272)  -0.22
C (2.2561, 0.7026, -2.5148)  -0.13
C (3.0083, 0.8665, -3.6736)  -0.03
C (2.5192, 1.6025, -4.7423)  -0.10
C (1.2569, 2.1663, -4.6598)  -0.10
C (0.4959, 1.9823, -3.5146)  -0.10
C (0.9713, 1.2526, -2.4292)  -0.26
P (-0.0614, 1.0223, -0.9103)  1.06
C (-1.7214, 0.5717, -1.5128)  -0.36
C (-2.7436, 0.6020, -0.5640)  -0.09
C (-4.0220, 0.1780, -0.8908)  -0.09
C (-4.2959, -0.2965, -2.1665)  -0.11
C (-3.2782, -0.3558, -3.1058)  -0.10
C (-1.9975, 0.0714, -2.7813)  -0.09
C (-0.2801, 2.7545, -0.4037)  -0.35
C (-1.2496, 3.6198, -0.9035)  -0.10
C (-1.3467, 4.9172, -0.4229)  -0.10
C (-0.4800, 5.3585, 0.5680)  -0.11
C (0.4846, 4.5019, 1.0770)  -0.08
C (0.5837, 3.2059, 0.5934)  -0.08
H (3.9836, 0.3978, -3.7163)  0.11
H (3.1230, 1.7302, -5.6332)  0.09
H (0.8568, 2.7473, -5.4827)  0.09
H (-0.4928, 2.4229, -3.4638)  0.10
H (-2.5334, 0.9477, 0.4431)  0.10
H (-4.7978, 0.2054, -0.1350)  0.10
H (-5.2938, -0.6364, -2.4179)  0.09
H (-3.4713, -0.7520, -4.0961)  0.09
H (-1.2023, -0.0189, -3.5082)  0.10
H (-1.9474, 3.2755, -1.6585)  0.10
H (-2.1112, 5.5781, -0.8155)  0.09
H (-0.5696, 6.3650, 0.9597)  0.09
H (1.1398, 4.8210, 1.8773)  0.10
H (1.3222, 2.5270, 1.0029)  0.09
C (0.2375, -2.5845, -2.4638)  -0.31
O (0.2916, -1.6923, -1.4224)  -0.57
H (-0.7925, -2.9385, -2.6666)  0.06
H (0.8455, -3.4939, -2.3024)  0.06
H (0.6047, -2.1496, -3.4143)  0.06
Cl (-2.4311, -3.9497, 6.0017)  0.56
C (-1.4210, -3.9748, 4.5619)  -0.69
C (-0.0549, -4.1785, 4.6847)  -0.13
C (0.7357, -4.2135, 3.5543)  -0.08
C (0.2017, -4.0517, 2.2563)  -0.40
C (1.0269, -4.0203, 1.0702)  -0.27
C (-1.1911, -3.8287, 2.1892)  -0.08
C (-1.9930, -3.7896, 3.3168)  -0.14
H (0.3880, -4.2931, 5.6658)  0.09
H (1.8062, -4.3343, 3.6703)  0.10
H (0.4859, -4.2929, 0.1606)  0.02
H (1.9604, -4.5806, 1.1542)  0.02
H (-1.6532, -3.6793, 1.2181)  0.11
H (-3.0567, -3.6100, 3.2263)  0.09



# C31H23ClN2O2PSTc

A molecular structure, C31H23ClN2O2PSTc (the ωB97M-V functional and the def2-TZVPD basis, OMol25).

Output
HOMO level (spin up / spin down)	-0.642 / -0.644	hartree
DFT total energy	-74414.5000	eV
net charge	+3
multiplicity	4

Last column: Löwdin charge in e.
CARTESIAN COORDINATES (ANGSTROEM)
Tc (-1.3037, 0.1931, 1.2846)  1.62
O (-0.5354, 1.5086, 2.6753)  -0.07
C (0.0168, 0.4551, 3.1795)  -0.51
O (-0.6772, -0.6332, 3.0440)  -0.09
C (1.4676, 0.3722, 3.3690)  -0.15
C (2.2034, 0.5234, 4.5249)  0.04
C (3.5833, 0.3504, 4.4479)  0.01
C (4.1953, 0.0259, 3.2439)  0.00
C (3.4471, -0.1225, 2.0809)  -0.03
C (2.0722, 0.0628, 2.1413)  -0.28
P (1.1150, -0.0327, 0.5997)  1.12
C (1.4616, 1.3926, -0.3748)  -0.35
C (1.2354, 1.3895, -1.7626)  -0.10
C (1.5431, 2.5130, -2.5040)  -0.03
C (2.0620, 3.6412, -1.8707)  0.00
C (2.2718, 3.6541, -0.4953)  -0.02
C (1.9687, 2.5376, 0.2611)  -0.05
C (1.4645, -1.5817, -0.1839)  -0.35
C (1.1090, -2.7524, 0.5034)  -0.09
C (1.4970, -3.9810, 0.0098)  -0.03
C (2.2519, -4.0478, -1.1610)  0.00
C (2.6273, -2.8887, -1.8291)  -0.02
C (2.2359, -1.6471, -1.3530)  -0.06
H (1.7235, 0.7560, 5.4662)  0.14
H (4.1830, 0.4620, 5.3410)  0.14
H (5.2675, -0.1152, 3.2059)  0.13
H (3.9369, -0.3750, 1.1472)  0.13
H (0.8726, 0.5028, -2.2609)  0.09
H (1.3979, 2.5113, -3.5765)  0.13
H (2.3142, 4.5156, -2.4574)  0.13
H (2.6818, 4.5330, -0.0157)  0.13
H (2.1345, 2.5509, 1.3307)  0.12
H (0.5736, -2.7003, 1.4461)  0.10
H (1.2364, -4.8867, 0.5423)  0.13
H (2.5659, -5.0109, -1.5421)  0.13
H (3.2387, -2.9485, -2.7200)  0.13
H (2.5584, -0.7538, -1.8675)  0.11
Cl (-2.6083, -5.1462, 2.1183)  0.82
C (-2.8435, -3.7924, 1.1106)  -0.63
C (-3.6745, -3.8458, -0.0015)  0.00
C (-3.8357, -2.7029, -0.7701)  0.01
C (-3.1613, -1.5533, -0.4351)  -0.09
N (-2.3325, -1.5091, 0.6334)  -0.11
C (-2.1960, -2.6159, 1.4103)  -0.15
H (-4.1931, -4.7642, -0.2472)  0.14
H (-4.4959, -2.6982, -1.6264)  0.14
H (-3.2981, -0.6450, -0.9972)  0.09
H (-1.5677, -2.5545, 2.2869)  0.10
S (-3.4328, 3.8476, -0.0840)  1.25
C (-2.6596, 2.6691, 0.7980)  -0.43
N (-2.1497, 1.6487, 0.0981)  -0.15
C (-2.3808, 1.8260, -1.2848)  -0.30
C (-1.9877, 0.9922, -2.3285)  -0.06
C (-2.3243, 1.3540, -3.6147)  -0.02
C (-3.0382, 2.5340, -3.8763)  -0.02
C (-3.4255, 3.3695, -2.8529)  -0.03
C (-3.0860, 2.9965, -1.5534)  -0.42
H (-2.5707, 2.7465, 1.8751)  0.09
H (-1.4363, 0.0812, -2.1409)  0.10
H (-2.0340, 0.7170, -4.4403)  0.13
H (-3.2905, 2.7909, -4.8964)  0.13
H (-3.9745, 4.2805, -3.0512)  0.14



# C31H24BBr2CoN3O5

A molecular structure, C31H24BBr2CoN3O5 in a non-equilibrium geometry (the ωB97M-V functional and the def2-TZVPD basis, OMol25).

Output
HOMO level (spin up / spin down)	-0.208 / -0.209	hartree
DFT total energy	-225633.6402	eV
net charge	0
multiplicity	4

Last column: Löwdin charge in e.
CARTESIAN COORDINATES (ANGSTROEM)
Co (0.7098, 0.3034, 0.0720)  0.76
Br (5.1107, -4.7848, 2.2065)  0.79
C (4.0321, -3.3958, 1.3309)  -0.63
C (2.7505, -3.1295, 2.1246)  -0.19
C (1.6873, -2.3894, 1.2944)  -0.17
C (1.8527, -2.3601, -0.1826)  -0.22
C (2.8667, -3.1653, -0.7987)  -0.01
C (3.8750, -3.7132, -0.0938)  -0.10
N (1.1645, -1.4135, -0.8162)  -0.01
C (1.0416, -1.3478, -2.1494)  -0.14
C (0.8596, -0.0755, -2.7366)  -0.28
C (0.6642, 0.1126, -4.1189)  -0.04
C (0.6282, 1.3850, -4.6327)  -0.09
C (0.8051, 2.4667, -3.7653)  -0.10
C (0.9550, 2.2125, -2.4149)  -0.15
N (0.9621, 0.9904, -1.8915)  0.03
H (2.3858, -3.9230, 2.7703)  0.14
H (0.6647, -2.6622, 1.5355)  0.12
H (2.8448, -3.2913, -1.8741)  0.11
H (4.6589, -4.2698, -0.5889)  0.10
H (1.1206, -2.2343, -2.7686)  0.11
H (0.5569, -0.7612, -4.7481)  0.11
H (0.4779, 1.5516, -5.6909)  0.10
H (0.8275, 3.4805, -4.1372)  0.09
H (1.0808, 3.0310, -1.7151)  0.11
C (0.1006, 3.9994, 1.7421)  0.01
C (-0.4324, 2.8937, 0.8646)  -0.29
O (0.0302, 1.7550, 1.0692)  -0.05
C (-1.4239, 3.2333, -0.1613)  -0.07
C (-1.6634, 4.5871, -0.4605)  -0.01
C (-2.5541, 4.9740, -1.4384)  -0.06
C (-3.2592, 4.0232, -2.1588)  -0.04
C (-3.0779, 2.6798, -1.8820)  0.03
C (-2.1905, 2.2820, -0.8996)  -0.15
O (-2.0848, 0.9404, -0.6257)  0.20
H (0.7248, 3.5454, 2.5076)  0.10
H (-0.7078, 4.5540, 2.2207)  0.10
H (0.7042, 4.6996, 1.1598)  0.10
H (-1.1103, 5.3473, 0.0728)  0.11
H (-2.7073, 6.0256, -1.6416)  0.11
H (-3.9694, 4.3240, -2.9163)  0.12
H (-3.6484, 1.9185, -2.3981)  0.14
O (5.7729, -1.8373, 2.4022)  -0.01
C (4.5383, -1.8856, 1.7626)  -0.43
C (4.5409, -0.8847, 0.6748)  -0.02
C (3.5387, 0.0026, 0.4759)  -0.16
N (2.3530, 0.0560, 1.1309)  -0.13
C (2.1232, -1.0236, 1.9895)  -0.74
Br (0.7673, -0.5210, 3.3387)  0.75
C (3.2808, -1.7855, 2.6707)  -0.14
H (5.8569, -2.5674, 3.0273)  0.03
H (5.4504, -0.8096, 0.0947)  0.11
H (3.6564, 0.7717, -0.2810)  0.11
H (3.4629, -1.5889, 3.7235)  0.14
O (-4.3793, 0.1423, -0.1730)  0.24
B (-3.0046, 0.1525, -0.0308)  -0.68
O (-2.5792, -0.8449, 0.8463)  0.22
C (-3.7282, -1.4723, 1.2701)  -0.17
C (-3.8995, -2.4888, 2.1829)  0.02
C (-5.1996, -2.9427, 2.3891)  -0.08
C (-6.2767, -2.3804, 1.7195)  -0.09
C (-6.1058, -1.3254, 0.8284)  0.01
C (-4.8184, -0.8858, 0.6289)  -0.18
H (-3.0805, -2.9023, 2.7517)  0.12
H (-5.3673, -3.7539, 3.0841)  0.10
H (-7.2729, -2.7567, 1.9063)  0.10
H (-6.9433, -0.8675, 0.3217)  0.12